*i*
3 unconnected molecules or ions with the total composition C4H12N3. Source: the OMol25 dataset; level of theory: ωB97M-V/def2-TZVPD.

Cartesian coordinates (Å):
1 C -2.406 0.842 1.058
2 C 0.224 -1.382 0.103
3 C -1.719 0.364 0.039
4 C 0.288 -2.794 0.034
5 N 1.228 -0.597 0.077
6 N -1.425 0.606 -1.251
7 N 1.734 2.179 -0.108
8 H -2.666 1.925 1.123
9 H -2.389 0.153 1.812
10 H 1.235 -3.349 0.170
11 H -0.297 -3.097 -0.855
12 H -0.498 -2.960 0.952
13 H 2.207 -0.856 0.162
14 H 1.266 0.442 0.027
15 H -0.484 0.480 -1.424
16 H -2.057 0.809 -1.981
17 H 1.266 2.862 0.488
18 H 2.121 2.629 -0.895
19 H 2.369 1.744 0.470

As for the LUMO energy (spin up / spin down): -4.53 / -4.53 eV. As for the net charge: +1. For the gap between HOMO and LUMO (spin up / spin down), the calculation gives 7.74 / 7.74 eV.

*ii*
A molecular structure, C4H12N3. Source: the OMol25 dataset; level of theory: ωB97M-V/def2-TZVPD.

Cartesian coordinates (Å):
1 C 2.035 -1.873 0.052
2 C 0.773 -1.563 0.356
3 C 1.417 1.800 -0.074
4 C -1.182 0.231 0.638
5 N -2.703 -0.178 -0.377
6 N -0.076 -0.007 -0.043
7 N 0.485 0.952 -0.797
8 H 2.473 -2.750 0.439
9 H 2.585 -1.154 -0.393
10 H 0.158 -2.085 1.207
11 H 0.817 2.455 0.508
12 H 2.082 1.166 0.422
13 H 2.069 2.495 -0.682
14 H -1.590 1.253 0.652
15 H -1.305 -0.338 1.568
16 H -2.216 -0.698 -1.106
17 H -3.262 0.507 -0.792
18 H -3.161 -0.872 0.155
19 H 0.604 0.657 -1.733

As for the LUMO energy: -2.94 eV. As for the net charge: +1. For the gap between HOMO and LUMO, the calculation gives 10.20 eV.

The data favor *ii*; the next most stable structure lies 8.8 kcal/mol above it.

*i*
A gas-phase ion, C4H12N3 (charge +1). Source: the OMol25 dataset; level of theory: ωB97M-V/def2-TZVPD.

Cartesian coordinates (Å):
1 C -1.346 1.056 0.904
2 C -0.635 -0.136 0.486
3 C -1.348 -1.418 0.553
4 N -0.591 -2.534 0.055
5 N 0.650 -0.082 -0.187
6 C 1.349 1.172 -0.231
7 N 2.363 0.822 -1.296
8 H -1.432 1.841 -0.035
9 H -0.678 1.680 1.650
10 H -2.442 0.925 1.323
11 H -2.406 -1.247 0.166
12 H -1.448 -1.729 1.644
13 H -1.062 -3.472 0.168
14 H -0.726 -2.338 -0.977
15 H 0.678 1.945 -0.459
16 H 1.697 1.375 0.810
17 H 2.943 1.586 -1.547
18 H 1.786 0.608 -2.067
19 H 2.648 -0.055 -0.959

As for the LUMO energy: -3.37 eV. As for the net charge: +1. Its SMILES is C/C(CN)=N\C[NH3+]. For the gap between HOMO and LUMO, the calculation gives 9.72 eV.

*ii*
A gas-phase ion, C4H12N3 (charge +1). Source: the OMol25 dataset; level of theory: ωB97M-V/def2-TZVPD.

Cartesian coordinates (Å):
1 N -1.679 2.105 0.872
2 C -1.133 0.880 1.221
3 C 0.038 0.458 0.686
4 N 0.703 1.594 -0.005
5 C 0.492 -0.943 0.428
6 C 0.615 -1.343 -1.098
7 N 0.791 -2.765 -1.184
8 H -1.935 2.656 1.730
9 H -2.492 2.262 0.319
10 H -1.575 0.323 2.045
11 H 1.345 2.132 0.645
12 H 1.176 1.261 -0.890
13 H -0.069 2.301 -0.215
14 H -0.203 -1.630 0.872
15 H 1.626 -1.051 0.856
16 H -0.271 -0.981 -1.619
17 H 1.519 -0.823 -1.538
18 H 1.190 -3.173 -2.025
19 H -0.139 -3.263 -1.101

As for the LUMO energy: -3.37 eV. As for the net charge: +1. Its SMILES is N/C=C(\[NH3+])CCN. For the gap between HOMO and LUMO, the calculation gives 9.43 eV.

The data favor *ii*; the next most stable structure lies 24.3 kcal/mol above it.

*i*
2 unconnected molecules or ions with the total composition C3H5N7O2. Source: the OMol25 dataset; level of theory: ωB97M-V/def2-TZVPD.

Cartesian coordinates (Å):
1 O -0.274 2.232 0.727
2 N -0.736 1.397 -0.047
3 O -2.080 1.525 -0.371
4 C -0.136 0.392 -0.601
5 C 1.245 0.132 -0.366
6 N 1.963 -0.863 -0.866
7 N 3.185 -0.712 -0.392
8 N 3.279 0.300 0.364
9 N 2.077 0.873 0.417
10 H -2.423 2.304 0.102
11 H -0.678 -0.210 -1.307
12 H 1.857 1.695 0.961
13 N -0.414 -2.248 0.715
14 C -1.469 -1.834 0.305
15 N -2.641 -1.582 0.195
16 H 0.334 -2.678 0.212
17 H -3.090 -0.723 -0.049

As for the LUMO energy: -0.41 eV. As for the net charge: 0. Its SMILES is [O-]/[N+](O)=C\c1nnn[nH]1.N=C=N. For the gap between HOMO and LUMO, the calculation gives 9.36 eV.

*ii*
2 unconnected molecules or ions with the total composition C3H5N7O2. Source: the OMol25 dataset; level of theory: ωB97M-V/def2-TZVPD.

Cartesian coordinates (Å):
1 C -1.343 -3.213 -0.413
2 N -1.131 -2.715 0.738
3 O -1.058 -1.312 0.770
4 C -1.025 -0.680 -0.420
5 N -1.204 -1.197 -1.584
6 O -1.564 -2.554 -1.577
7 H -1.416 -4.296 -0.516
8 H -0.820 0.398 -0.368
9 N 2.343 0.597 1.314
10 N 1.557 1.555 0.689
11 C 1.041 2.647 1.223
12 N 0.364 3.299 0.309
13 N 0.428 2.542 -0.772
14 N 1.222 1.524 -0.604
15 H 3.170 0.431 0.757
16 H 1.803 -0.274 1.351
17 H 1.147 2.912 2.253

As for the LUMO energy: 0.56 eV. As for the net charge: 0. Its SMILES is C1=NOC=NO1.Nn1cnnn1. For the gap between HOMO and LUMO, the calculation gives 10.06 eV.

The data favor *i*; the next most stable structure lies 30.7 kcal/mol above it.

*i*
A molecular structure, C2H5IP2. Source: the OMol25 dataset; level of theory: ωB97M-V/def2-TZVPD.

Cartesian coordinates (Å):
1 C 0.061 -0.965 0.234
2 C 0.935 0.071 -0.764
3 P -0.556 2.163 0.729
4 P 0.722 1.882 -0.805
5 I 3.010 0.038 0.151
6 H 0.040 -0.418 1.256
7 H -1.052 -1.054 -0.017
8 H 0.397 -1.875 0.383
9 H 1.138 -0.516 -1.742
10 H -0.620 3.520 0.500

As for the LUMO energy: -0.95 eV. As for the net charge: 0. For the gap between HOMO and LUMO, the calculation gives 7.96 eV.

*ii*
A molecular structure, C2H5IP2. Source: the OMol25 dataset; level of theory: ωB97M-V/def2-TZVPD.

Cartesian coordinates (Å):
1 C -0.226 0.106 -1.417
2 C 0.960 -0.263 -0.685
3 P -1.008 0.679 2.059
4 P -0.068 -1.010 2.667
5 I 1.783 -1.972 -1.326
6 H -1.209 0.164 -0.878
7 H -0.064 1.228 -1.745
8 H -0.361 -0.446 -2.295
9 H 1.354 0.315 0.198
10 H -1.160 1.199 3.421

As for the LUMO energy (spin up / spin down): -1.09 / -1.27 eV. As for the net charge: 0. For the gap between HOMO and LUMO (spin up / spin down), the calculation gives 7.35 / 6.31 eV.

The data favor *i*; the next most stable structure lies 51.2 kcal/mol above it.

*i*
A molecular structure, C4H10N2S. Source: the OMol25 dataset; level of theory: ωB97M-V/def2-TZVPD.

Cartesian coordinates (Å):
1 C 1.150 1.990 1.161
2 C 1.244 0.479 1.172
3 C -0.366 -0.056 1.292
4 C -1.372 -1.724 -2.027
5 H 0.579 2.160 0.365
6 H 0.532 2.413 1.982
7 H 2.200 2.321 1.025
8 H 2.016 0.235 2.093
9 H 0.962 -0.156 -0.885
10 H 2.570 -0.893 0.206
11 H -0.939 0.304 2.011
12 H -0.468 -1.200 1.331
13 H -1.072 -2.484 -2.784
14 H -2.376 -1.297 -2.263
15 N 1.968 0.216 -0.069
16 N -0.459 -1.285 -1.128
17 S -1.157 0.122 -0.268

As for the LUMO energy: 0.15 eV. As for the net charge: 0. For the gap between HOMO and LUMO, the calculation gives 8.86 eV.

*ii*
C4H10N2S in the gas phase. Source: the OMol25 dataset; level of theory: ωB97M-V/def2-TZVPD.

Cartesian coordinates (Å):
1 C -0.260 -0.311 -0.977
2 C -0.014 1.087 1.025
3 C -1.143 -1.486 -0.741
4 C 1.356 0.814 1.561
5 N -0.737 0.737 -1.680
6 N -0.151 1.932 -1.635
7 S -0.340 2.542 0.225
8 H 0.808 -0.468 -1.050
9 H -0.844 0.657 1.570
10 H -1.999 -1.220 -0.123
11 H -0.595 -2.284 -0.252
12 H -1.526 -1.862 -1.693
13 H 1.470 1.277 2.545
14 H 2.121 1.234 0.910
15 H 1.531 -0.255 1.674
16 H -1.749 0.820 -1.731
17 H 0.861 1.819 -1.693

As for the LUMO energy: 0.88 eV. As for the net charge: 0. For the gap between HOMO and LUMO, the calculation gives 8.74 eV.

*iii*
C4H10N2S in the gas phase. Source: the OMol25 dataset; level of theory: ωB97M-V/def2-TZVPD.

Cartesian coordinates (Å):
1 C -0.539 -2.315 0.156
2 C -0.819 -1.188 0.755
3 S -1.024 0.400 -0.094
4 N -1.063 0.150 -1.621
5 N -2.120 1.209 0.644
6 C 0.869 1.438 0.288
7 C 1.906 0.361 -0.021
8 H -0.350 -3.334 0.645
9 H -0.383 -2.324 -0.914
10 H -0.775 -1.237 1.846
11 H -0.715 0.957 -2.133
12 H -2.745 1.700 -0.056
13 H 0.766 2.393 -0.245
14 H 0.639 1.537 1.321
15 H 1.655 -0.518 0.604
16 H 1.839 0.093 -1.132
17 H 2.859 0.678 -0.043

As for the LUMO energy: 0.54 eV. As for the net charge: 0. Its SMILES is C=CS(=N)(=N)CC. For the gap between HOMO and LUMO, the calculation gives 9.00 eV.

*iv*
C4H10N2S in the gas phase. Source: the OMol25 dataset; level of theory: ωB97M-V/def2-TZVPD.

Cartesian coordinates (Å):
1 N -0.273 1.859 -0.211
2 C -0.876 0.562 0.195
3 C -1.277 -0.485 -0.849
4 N -0.221 -1.386 -0.328
5 C 0.060 -0.465 0.780
6 C 1.468 0.021 0.916
7 S 2.471 0.090 -0.580
8 H 0.372 1.655 -0.968
9 H -1.005 2.437 -0.596
10 H -1.736 0.837 0.870
11 H -2.316 -0.823 -0.616
12 H -1.232 -0.226 -1.922
13 H -0.456 -2.380 -0.221
14 H -0.303 -0.839 1.749
15 H 1.504 0.953 1.420
16 H 1.920 -0.768 1.565
17 H 1.901 -1.042 -1.205

As for the LUMO energy: 0.92 eV. As for the net charge: 0. Its SMILES is N[C@H]1CN[C@H]1CS. For the gap between HOMO and LUMO, the calculation gives 9.57 eV.

The data favor *iv*; the next most stable structure lies 39.8 kcal/mol above it.

*i*
C9H10N4S in the gas phase. Source: the OMol25 dataset; level of theory: ωB97M-V/def2-TZVPD.

Cartesian coordinates (Å):
1 C 1.038 2.650 -1.940
2 C 2.191 1.635 -2.024
3 S 1.584 0.044 -1.371
4 C 1.609 0.392 0.347
5 N 2.503 1.062 1.031
6 N 2.054 1.018 2.348
7 N 0.961 0.391 2.427
8 N 0.665 -0.079 1.257
9 C -0.525 -0.877 1.099
10 C -1.486 -0.363 0.209
11 C -2.617 -1.122 -0.055
12 C -2.840 -2.372 0.553
13 C -1.849 -2.876 1.396
14 C -0.679 -2.159 1.617
15 H 0.615 2.682 -0.909
16 H 1.365 3.646 -2.285
17 H 0.200 2.456 -2.649
18 H 2.472 1.444 -3.055
19 H 2.993 2.037 -1.478
20 H -1.467 0.657 -0.063
21 H -3.320 -0.755 -0.756
22 H -3.673 -3.055 0.287
23 H -1.928 -3.923 1.780
24 H 0.132 -2.533 2.233

As for the LUMO energy: 0.59 eV. As for the net charge: 0. Its SMILES is CCSc1nnnn1-c1ccccc1. For the gap between HOMO and LUMO, the calculation gives 9.67 eV.

*ii*
C9H10N4S in the gas phase. Source: the OMol25 dataset; level of theory: ωB97M-V/def2-TZVPD.

Cartesian coordinates (Å):
1 H 1.129 1.560 3.099
2 N 0.801 1.288 2.188
3 C 0.382 0.116 2.235
4 S 0.418 -1.242 3.320
5 C -0.637 -2.233 2.142
6 C -1.069 -3.607 2.348
7 N -0.966 -1.653 1.077
8 N -0.686 -0.362 0.901
9 C -0.376 0.279 -0.288
10 C -0.568 1.624 -0.315
11 C -0.148 2.338 -1.376
12 C 0.593 1.723 -2.439
13 N 0.975 2.434 -3.512
14 C 0.699 0.331 -2.416
15 C 0.232 -0.413 -1.360
16 H -0.596 -3.847 3.306
17 H -0.673 -4.226 1.503
18 H -2.156 -3.867 2.460
19 H -1.164 1.989 0.560
20 H -0.242 3.427 -1.204
21 H 0.482 3.333 -3.596
22 H 1.922 2.649 -3.862
23 H 1.341 -0.117 -3.201
24 H 0.306 -1.525 -1.570

As for the LUMO energy: 0.67 eV. As for the net charge: 0. Its SMILES is [H]/N=c1\sc(C)nn1-c1ccc(N)cc1. For the gap between HOMO and LUMO, the calculation gives 8.03 eV.

The data favor *i*; the next most stable structure lies 28.3 kcal/mol above it.

*i*
C3H4O in the gas phase. Source: the OMol25 dataset; level of theory: ωB97M-V/def2-TZVPD.

Cartesian coordinates (Å):
1 C -1.910 -0.250 -0.034
2 C -0.782 0.137 0.175
3 C 0.648 0.504 0.040
4 O 1.496 -0.640 0.116
5 H -2.915 -0.686 0.123
6 H 0.920 0.940 1.027
7 H 0.814 1.168 -0.778
8 H 1.729 -1.171 -0.669

As for the LUMO energy: 0.89 eV. As for the net charge: 0. Its SMILES is C#CCO. For the gap between HOMO and LUMO, the calculation gives 11.11 eV.

*ii*
2 unconnected molecules or ions with the total composition C3H4O. Source: the OMol25 dataset; level of theory: ωB97M-V/def2-TZVPD.

Cartesian coordinates (Å):
1 C -1.695 0.791 -0.076
2 C -0.656 0.324 0.298
3 C 0.705 0.136 0.576
4 O 1.596 0.714 -0.178
5 H -2.592 1.010 -0.381
6 H 0.552 -1.870 -0.205
7 H 1.125 -0.298 1.558
8 H 1.091 0.838 -1.048

As for the LUMO energy (spin up / spin down): -0.20 / 0.00 eV. As for the net charge: 0. For the gap between HOMO and LUMO (spin up / spin down), the calculation gives 7.55 / 9.16 eV.

*iii*
2 unconnected molecules or ions with the total composition C3H4O. Source: the OMol25 dataset; level of theory: ωB97M-V/def2-TZVPD.

Cartesian coordinates (Å):
1 C -0.614 0.134 0.730
2 C -0.075 1.448 0.332
3 C -0.999 0.825 -0.408
4 H 0.419 2.394 0.307
5 H -1.758 1.036 -1.165
6 O 0.962 -1.600 -0.166
7 H 0.280 -2.165 0.264
8 H 1.786 -2.071 0.105

As for the LUMO energy: 1.14 eV. As for the net charge: 0. Its SMILES is C1=CC=1.O. For the gap between HOMO and LUMO, the calculation gives 9.82 eV.

*iv*
A molecular structure, C3H4O. Source: the OMol25 dataset; level of theory: ωB97M-V/def2-TZVPD.

Cartesian coordinates (Å):
1 C 1.323 -1.222 -2.139
2 C 1.076 -0.361 -1.358
3 C -0.361 0.618 0.610
4 O 0.676 0.995 -0.206
5 H 1.544 -1.986 -2.826
6 H -1.266 0.332 0.058
7 H -0.586 1.520 1.189
8 H -0.090 -0.187 1.306

As for the LUMO energy: -0.27 eV. As for the net charge: 0. For the gap between HOMO and LUMO, the calculation gives 10.23 eV.

The data favor *i*; the next most stable structure lies 46.0 kcal/mol above it.